2 unconnected molecules or ions with the total composition C19H23N3O5 at a distorted geometry, computed with ωB97M-V with the def2-TZVPD basis set.

```
50
Properties=species:S:1:pos:R:3:nbo_charge:R:1
O -3.415 -5.287 -3.061 -0.521
C -3.790 -4.303 -2.439 0.666
O -3.919 -4.322 -1.080 -0.674
C -4.115 -3.037 -3.176 0.475
O -4.278 -3.010 -4.399 -0.444
C -4.281 -1.711 -2.421 -0.517
C -3.097 -0.808 -2.656 -0.097
C -3.135 0.398 -3.313 -0.014
N -1.837 0.897 -3.361 -0.532
C -0.961 0.016 -2.744 0.125
C 0.423 0.061 -2.566 -0.240
C 1.062 -0.999 -1.909 -0.223
C 0.311 -2.083 -1.429 -0.232
C -1.079 -2.112 -1.605 -0.221
C -1.710 -1.060 -2.278 -0.038
H -3.692 -5.229 -0.815 0.507
H -5.197 -1.226 -2.768 0.248
H -4.393 -1.884 -1.348 0.231
H -4.020 0.865 -3.738 0.226
H -1.559 1.763 -3.818 0.416
H 0.999 0.899 -2.944 0.215
H 2.139 -0.985 -1.776 0.217
H 0.809 -2.904 -0.921 0.216
H -1.651 -2.949 -1.223 0.212
C 4.285 1.101 2.418 -0.407
N 3.799 1.241 3.791 -0.611
C 2.543 1.291 4.259 0.682
O 2.382 1.277 5.473 -0.629
C 1.295 1.316 3.347 -0.126
C 0.841 -0.115 3.032 -0.397
C 0.111 0.024 1.700 -0.410
C 0.917 1.105 0.987 -0.210
N 1.415 1.978 2.042 -0.446
C 1.799 3.259 1.881 0.683
C 1.861 3.840 0.479 -0.706
O 2.127 3.975 2.819 -0.626
H 4.267 2.070 1.916 0.198
H 3.673 0.386 1.867 0.191
H 5.314 0.739 2.433 0.211
H 4.494 1.265 4.522 0.408
H 0.499 1.818 3.898 0.233
H 1.708 -0.764 2.900 0.201
H 0.188 -0.509 3.812 0.235
H 0.104 -0.913 1.145 0.231
H -0.907 0.378 1.871 0.206
H 1.758 0.655 0.459 0.186
H 0.275 1.638 0.285 0.212
H 0.854 3.928 0.080 0.224
H 2.317 4.829 0.531 0.246
H 2.466 3.199 -0.158 0.217
```

The energy relative to the best compared isomer or geometry (same formula, charge and spin) comes out at 246.21 kJ/mol. As for the total energy: -34784.7462 eV. The HOMO energy comes out at -8.4 eV. As for the lowest unoccupied orbital energy: -0.7 eV. Its SMILES is O=C(O)C(=O)Cc1c[nH]c2ccccc12.CNC(=O)[C@@H]1CCCN1C(C)=O.

---

C19H23N3O5 in the gas phase at a distorted geometry, computed with ωB97M-V with the def2-TZVPD basis set.

```
50
Properties=species:S:1:pos:R:3:nbo_charge:R:1
C 8.659 2.509 -0.073 -0.256
O 8.006 1.440 -0.720 -0.476
C 6.754 1.110 -0.347 0.340
C 6.017 1.752 0.651 -0.281
C 4.743 1.322 0.946 -0.124
C 4.152 0.244 0.271 -0.184
C 2.828 -0.144 0.650 0.019
C 2.033 -1.142 0.179 -0.328
C 2.343 -2.057 -0.846 0.269
N 2.557 -2.825 -1.672 -0.297
C 0.704 -1.308 0.802 0.807
O 0.292 -0.633 1.721 -0.629
O 0.006 -2.302 0.241 -0.480
C -1.241 -2.654 0.823 -0.165
C -2.415 -1.813 0.299 0.664
O -3.330 -2.328 -0.309 -0.605
N -2.324 -0.500 0.604 -0.667
C -3.227 0.556 0.281 0.791
O -2.979 1.669 0.680 -0.639
N -4.271 0.192 -0.471 -0.624
C -5.338 1.107 -0.806 -0.221
C -6.619 0.758 -0.047 -0.397
C -7.754 1.762 -0.274 -0.213
C -8.905 1.460 0.685 -0.598
C -8.258 1.731 -1.715 -0.607
C 4.904 -0.390 -0.733 -0.128
C 6.173 0.034 -1.032 -0.256
H 9.640 2.579 -0.539 0.207
H 8.122 3.452 -0.219 0.181
H 8.778 2.317 0.997 0.181
H 6.432 2.585 1.197 0.219
H 4.184 1.828 1.720 0.215
H 2.379 0.442 1.447 0.239
H -1.185 -2.545 1.913 0.216
H -1.413 -3.696 0.548 0.229
H -1.534 -0.188 1.169 0.448
H -4.381 -0.791 -0.693 0.433
H -5.504 1.062 -1.886 0.193
H -5.000 2.110 -0.536 0.228
H -6.382 0.729 1.019 0.208
H -6.952 -0.240 -0.343 0.194
H -7.375 2.766 -0.057 0.194
H -8.569 1.510 1.718 0.208
H -9.711 2.179 0.552 0.206
H -9.301 0.464 0.500 0.200
H -9.104 2.404 -1.831 0.209
H -7.483 2.044 -2.411 0.206
H -8.581 0.727 -1.983 0.201
H 4.482 -1.220 -1.275 0.237
H 6.754 -0.450 -1.801 0.233
```

The energy relative to the best compared isomer or geometry (same formula, charge and spin) comes out at 232.61 kJ/mol. As for the total energy: -34784.8871 eV. The HOMO energy comes out at -8.8 eV. As for the lowest unoccupied orbital energy: -0.9 eV. Its SMILES is COc1ccc(/C=C(\C#N)C(=O)OCC(=O)NC(=O)NCCC(C)C)cc1.